(1)
8
Properties=species:S:1:pos:R:3:forces:R:3 method="wB97M-V/def2-TZVPD" smiles="O=C(S)CCl" homo_lumo_gap_ev=10.703 e_homo_ev=-10.26 relative_energy_kcal_mol=8.6 energy_ev=-27527.223 lumo_energy_ev=0.442
C 0.2528 0.5688 0.0561 1.3 -1.0 -1.1
C -0.7539 -0.5286 0.3116 -2.2 2.1 -0.4
H -0.5439 -1.4578 -0.1559 0.5 -0.5 -0.5
O 0.2304 1.7577 -0.0557 -1.0 -0.4 0.5
H 2.2767 0.6894 -0.8386 0.7 0.4 -0.1
S 1.7120 -0.3754 -0.3014 0.9 -0.1 -0.1
H -0.8377 -0.6729 1.3530 -0.4 -0.1 1.3
Cl -2.3365 0.0189 -0.3691 0.2 -0.3 0.4

=====

(2)
7
Properties=species:S:1:pos:R:3:forces:R:3 method="wB97M-V/def2-TZVPD" homo_lumo_gap_ev=9.876 e_homo_ev=-9.19 relative_energy_kcal_mol=47.4 energy_ev=-25477.511 lumo_energy_ev=0.687
H 1.6477 0.4387 0.5152 1.8 1.6 0.4
H -0.2992 0.6487 -0.9910 0.1 -0.9 1.1
C 1.0571 -0.3983 0.4871 -0.1 -1.0 0.4
Cl 0.9240 -1.2607 1.9829 0.0 0.0 0.6
S 1.0718 -1.3549 -0.9934 1.3 -1.6 -1.2
C -0.0733 -0.2608 -0.3746 -6.7 0.1 1.2
H -1.3412 -0.8162 0.3577 3.6 1.6 -2.4

=====

(3)
7
Properties=species:S:1:pos:R:3:forces:R:3 method="wB97M-V/def2-TZVPD" homo_lumo_gap_ev=8.692 e_homo_ev=-9.47 relative_energy_kcal_mol=82.7 energy_ev=-25475.981 lumo_energy_ev=-0.775
Cl -2.6235 -1.0923 -0.0675 0.2 0.0 0.1
H 2.6368 -0.0706 0.2937 0.6 0.8 0.9
C -1.0760 -0.3156 -0.3609 -0.3 0.6 -0.5
H -0.5754 -0.7354 -1.2243 0.0 -0.1 0.1
C -0.3342 0.2971 0.7549 0.3 -0.5 0.7
S -0.9823 1.4965 -0.2087 -0.2 -0.1 -0.4
H 2.9545 0.4202 0.8128 -0.5 -0.8 -0.9

=====

(4)
8
Properties=species:S:1:pos:R:3:forces:R:3 method="wB97M-V/def2-TZVPD" homo_lumo_gap_ev=9.502 e_homo_ev=-9.49 relative_energy_kcal_mol=0.0 energy_ev=-36315.138 lumo_energy_ev=0.008
H 2.5345 0.8888 -0.8530 0.4 1.7 -0.6
C 2.1382 0.1252 -0.2657 -1.7 -1.7 -0.5
C -3.2428 -0.1177 0.5062 0.4 -1.9 -0.3
S -3.8284 1.2225 1.0150 0.2 -0.1 -0.2
H 2.4933 -0.7868 -0.7295 0.3 -0.3 0.5
H 2.2928 0.2118 0.7875 0.3 0.0 0.4
S -2.7135 -1.5524 0.0586 -0.7 2.0 0.5
Cl 0.3259 0.0086 -0.5191 0.8 0.3 0.1

=====

(5)
8
Properties=species:S:1:pos:R:3:forces:R:3 method="wB97M-V/def2-TZVPD" homo_lumo_gap_ev=6.973 e_homo_ev=-8.29 relative_energy_kcal_mol=127.2 energy_ev=-50848.492 lumo_energy_ev=-1.317
O -1.4766 0.3483 -0.1756 1.0 0.5 0.4
C -0.0552 -1.0614 0.2482 1.6 1.1 -1.4
H 2.1190 -0.6047 -0.1285 -0.3 -0.3 -0.1
O -0.7085 1.4846 -0.6931 1.5 -2.5 0.2
C 1.0412 -0.5519 -0.1505 -1.7 0.7 0.0
H -0.5667 -1.9934 0.4589 -0.4 0.8 0.2
H 0.4427 0.7797 -0.9686 -1.7 0.3 1.8
Cu -0.7958 1.5988 1.4092 -0.1 -0.6 -1.2

=====

(6)
6
Properties=species:S:1:pos:R:3:forces:R:3 method="wB97M-V/def2-TZVPD" homo_lumo_gap_ev=11.328 e_homo_ev=-10.23 relative_energy_kcal_mol=43.9 energy_ev=-4837.258 lumo_energy_ev=1.096
H 0.2229 -1.3158 0.5620 -0.1 -1.0 -0.4
C 0.0947 -0.5917 -0.2332 -0.8 -3.5 1.1
F 0.0511 -1.1679 -1.4566 0.7 1.4 0.5
C -0.2436 0.5472 0.2549 2.2 7.5 -2.1
H 0.1734 1.6910 -0.4503 -2.3 -3.6 1.8
H -0.2984 0.8372 1.3233 0.2 -0.9 -0.9